Computed, not measured: C47H55GeHfN5O4 as an isolated structure, with ωB97M-V/def2-TZVPD.

Each line ends with the Mulliken charge.
Element x y z (Å)
Hf1 1.335 -0.706 -0.848  2.896
C1 0.373 -2.665 1.374  -1.248
N1 1.761 -2.412 0.949  1.052
C2 2.619 -1.876 2.019  -1.151
C3 2.358 -3.559 0.293  -0.748
C4 2.423 -4.780 0.955  -0.135
C5 2.854 -5.923 0.307  -0.837
C6 3.194 -5.839 -1.037  -0.911
C7 3.145 -4.624 -1.692  0.125
C8 2.791 -3.433 -1.034  -0.313
N2 2.692 -2.201 -1.701  1.074
C9 3.813 -1.698 -2.362  0.222
C10 5.002 -2.430 -2.565  -1.080
C11 6.058 -1.942 -3.310  -0.907
C12 5.990 -0.687 -3.895  -1.067
C13 4.863 0.077 -3.653  -0.375
C14 3.805 -0.387 -2.883  0.406
N3 2.701 0.528 -2.568  0.686
C15 2.049 0.962 -3.816  -1.084
C16 3.244 1.735 -1.892  -1.341
H1 0.278 -2.644 2.467  0.182
H2 -0.059 -0.448 2.326  -0.630
H3 0.095 -3.658 1.015  0.560
H4 2.690 -2.593 2.846  0.399
H5 3.603 -1.678 1.606  0.232
H6 2.220 -0.925 2.359  0.153
H7 2.104 -4.828 1.991  0.411
H8 2.898 -6.868 0.833  0.422
H9 3.484 -6.729 -1.582  0.407
H10 3.380 -4.574 -2.748  0.608
H11 5.112 -3.398 -2.105  0.521
H12 6.945 -2.553 -3.427  0.408
H13 6.802 -0.298 -4.494  0.392
H14 4.818 1.083 -4.053  0.279
H15 2.747 1.502 -4.462  0.445
H16 1.673 0.094 -4.357  0.178
H17 1.221 1.625 -3.582  0.324
H18 3.775 2.363 -2.616  0.501
H19 2.425 2.302 -1.451  0.328
H20 3.902 1.425 -1.091  0.301
O1 2.510 0.160 0.170  -0.997
C17 -2.670 -5.696 -4.065  -1.521
C18 -1.847 -4.676 -3.334  0.945
C19 -0.563 -4.343 -3.739  -1.074
C20 0.161 -3.403 -3.020  -0.576
N4 -0.318 -2.778 -1.946  0.781
C21 -1.554 -3.097 -1.549  -0.758
C22 -2.341 -4.026 -2.206  -0.658
H21 -2.131 -6.101 -4.920  0.364
H22 -3.603 -5.258 -4.423  0.329
H23 -2.933 -6.523 -3.404  0.338
H24 -0.117 -4.819 -4.604  0.384
H25 1.171 -3.132 -3.304  0.464
H26 -1.903 -2.580 -0.665  0.232
H27 -3.335 -4.245 -1.835  0.470
O2 -0.485 -1.741 0.787  -0.029
C23 -0.650 -0.334 1.396  1.245
O3 -0.185 0.497 0.506  -1.048
C24 -2.149 -0.254 1.716  -0.994
C25 -2.713 1.163 1.669  -0.690
Ge1 -2.000 2.512 2.918  2.543
C26 -0.416 3.402 2.208  -0.107
C27 -0.496 4.062 0.981  -0.239
C28 0.615 4.678 0.424  -0.788
C29 1.833 4.638 1.089  -0.562
C30 1.928 3.989 2.310  -0.703
C31 0.810 3.382 2.867  -0.587
C32 -1.632 1.812 4.713  -0.247
C33 -2.424 2.200 5.794  -0.479
C34 -2.172 1.726 7.075  -0.740
C35 -1.114 0.859 7.301  -0.504
C36 -0.305 0.475 6.242  -0.804
C37 -0.563 0.949 4.963  0.539
C38 -3.423 3.850 3.100  -0.337
C39 -4.731 3.442 3.370  -0.303
C40 -5.757 4.365 3.516  -0.799
C41 -5.490 5.722 3.389  -0.441
C42 -4.197 6.145 3.122  -0.680
C43 -3.173 5.216 2.982  -0.273
H28 -2.320 -0.682 2.710  0.452
H29 -2.676 -0.895 1.006  0.350
H30 -3.791 1.133 1.851  0.701
H31 -2.585 1.584 0.669  -0.391
H32 -1.442 4.099 0.449  0.714
H33 0.532 5.189 -0.528  0.380
H34 2.706 5.109 0.654  0.410
H35 2.877 3.948 2.830  0.406
H36 0.904 2.879 3.822  0.434
H37 -3.249 2.885 5.638  0.317
H38 -2.802 2.040 7.898  0.410
H39 -0.915 0.492 8.300  0.375
H40 0.534 -0.189 6.411  0.435
H41 0.097 0.657 4.157  0.149
H42 -4.958 2.385 3.476  0.344
H43 -6.763 4.027 3.729  0.393
H44 -6.288 6.445 3.501  0.383
H45 -3.982 7.202 3.026  0.402
H46 -2.166 5.562 2.782  0.334
C44 -3.136 1.670 -3.641  -0.956
N5 -2.027 0.758 -3.379  0.075
C45 -1.911 -0.485 -4.139  -0.581
C46 -1.094 1.025 -2.464  -0.243
C47 -1.108 2.295 -1.671  -0.197
O4 -0.163 0.223 -2.266  -0.756
H47 -3.747 1.250 -4.434  0.302
H48 -2.781 2.647 -3.969  0.361
H49 -3.765 1.797 -2.760  0.361
H50 -2.723 -0.533 -4.859  0.389
H51 -1.963 -1.349 -3.480  0.067
H52 -0.959 -0.520 -4.669  0.190
H53 -1.972 2.936 -1.812  0.870
H54 -0.199 2.848 -1.920  0.175
H55 -0.980 1.990 -0.628  -0.435

Values from the calculation:
multiplicity = 1
largest force on an atom = 0.040 Eh/bohr
Kohn-Sham gap = 7.09 eV
relative energy (zero: lowest compared OMol25 entry of this formula, charge and spin) = 0.270 eV
total charge = 0

Computed, not measured: one molecule with the formula C6H9F, with ωB97M-V/def2-TZVPD.

Each line ends with the natural charge from an NBO analysis.
Element x y z (Å)
C1 -1.360 -0.761 1.666  -0.392
C2 -0.568 -0.290 0.718  0.003
C3 -0.910 -0.304 -0.787  -0.452
C4 0.399 -0.070 -1.475  -0.396
C5 1.170 0.847 -0.548  -0.444
C6 0.823 0.396 0.840  0.166
F1 1.684 -0.591 1.340  -0.371
H1 -2.297 -1.235 1.408  0.207
H2 -1.012 -0.621 2.723  0.207
H3 -1.432 -1.211 -1.097  0.225
H4 -1.502 0.601 -0.897  0.208
H5 0.284 0.352 -2.505  0.214
H6 0.938 -1.047 -1.537  0.204
H7 0.751 1.877 -0.693  0.209
H8 2.236 0.890 -0.769  0.235
H9 0.796 1.166 1.611  0.177

Values from the calculation:
SMILES = C=C1CCC[C@@H]1F
multiplicity = 1
largest force on an atom = 0.042 Eh/bohr
Kohn-Sham gap = 10.70 eV
relative energy (zero: lowest compared OMol25 entry of this formula, charge and spin) = 0.000 eV
total charge = 0

Computed, not measured: one molecule with the formula C22H35N3O, with ωB97M-V/def2-TZVPD.

Each line ends with the natural charge from an NBO analysis.
Element x y z (Å)
C1 -2.889 3.349 -1.729  -0.610
C2 -3.423 3.420 -0.299  -0.049
C3 -4.607 4.400 -0.278  -0.596
C4 -3.952 2.037 0.092  -0.608
C5 -2.399 3.966 0.723  -0.378
C6 -0.949 3.426 0.827  -0.077
C7 -0.064 3.996 -0.287  -0.609
C8 -0.363 3.979 2.142  -0.588
C9 -0.904 1.910 0.895  -0.073
C10 -1.487 1.245 1.972  -0.136
C11 -1.446 -0.129 2.077  -0.277
C12 -0.824 -0.899 1.099  0.310
O1 -0.805 -2.245 1.250  -0.695
C13 -0.241 -0.255 0.004  -0.131
C14 0.386 -1.053 -1.113  -0.234
N1 1.151 -2.185 -0.606  -0.470
C15 1.538 -3.125 -1.641  -0.219
C16 2.205 -4.338 -1.000  -0.237
N2 3.383 -3.921 -0.262  -0.446
C17 4.140 -5.037 0.268  -0.192
C18 4.964 -5.724 -0.836  -0.532
C19 4.208 -6.700 -1.577  0.283
N3 3.619 -7.494 -2.151  -0.328
C20 2.994 -2.973 0.769  -0.225
C21 2.335 -1.762 0.122  -0.234
C22 -0.282 1.131 -0.070  -0.152
H1 -3.703 3.107 -2.411  0.208
H2 -2.139 2.569 -1.821  0.207
H3 -2.465 4.302 -2.036  0.204
H4 -5.014 4.490 0.726  0.205
H5 -4.298 5.388 -0.613  0.203
H6 -5.401 4.052 -0.936  0.205
H7 -4.786 1.767 -0.553  0.204
H8 -4.305 2.033 1.121  0.203
H9 -3.186 1.276 -0.010  0.219
H10 -2.862 3.848 1.705  0.202
H11 -2.308 5.041 0.545  0.203
H12 0.971 3.700 -0.128  0.209
H13 -0.368 3.673 -1.275  0.212
H14 -0.109 5.083 -0.263  0.211
H15 -0.946 3.677 3.007  0.204
H16 0.654 3.618 2.278  0.210
H17 -0.341 5.067 2.114  0.205
H18 -1.994 1.802 2.744  0.201
H19 -1.899 -0.635 2.915  0.222
H20 -0.192 -2.607 0.576  0.504
H21 -0.411 -1.457 -1.750  0.212
H22 1.007 -0.392 -1.740  0.183
H23 0.645 -3.448 -2.182  0.209
H24 2.237 -2.665 -2.360  0.176
H25 2.499 -5.039 -1.782  0.221
H26 1.478 -4.842 -0.338  0.173
H27 4.839 -4.639 1.008  0.208
H28 3.496 -5.779 0.772  0.183
H29 5.336 -4.963 -1.526  0.261
H30 5.817 -6.242 -0.388  0.256
H31 3.888 -2.651 1.308  0.205
H32 2.291 -3.424 1.490  0.175
H33 2.038 -1.047 0.893  0.223
H34 3.058 -1.272 -0.552  0.178
H35 0.187 1.592 -0.925  0.202

Values from the calculation:
SMILES = CC(C)(C)CC(C)(C)c1ccc(O)c(CN2CCN(CCC#N)CC2)c1
multiplicity = 1
largest force on an atom = 0.014 Eh/bohr
Kohn-Sham gap = 8.81 eV
relative energy (zero: lowest compared OMol25 entry of this formula, charge and spin) = 1.153 eV
total charge = 0